[1]
Below is the molecule C7H11N7, with properties calculated with ωB97M-V with the def2-TZVPD basis set.

Positions of all 25 atoms, in Å:
N -0.502906 0.398852 3.411010
N -2.675551 -0.086009 2.792288
N 1.519624 2.117755 -3.439510
N 3.007044 1.099790 -0.318363
N -0.433243 0.686632 -1.681525
N 2.409516 1.692423 -2.361293
N -0.882187 0.232346 4.819967
C -1.470331 0.244953 2.385606
C -1.695663 0.495394 -1.341032
C 0.522703 0.844986 -0.728855
C 1.970150 1.220316 -1.114539
C -1.126852 0.475712 0.991838
C 0.199248 0.734505 0.609188
C -2.077336 0.412462 0.000955
H 1.029632 2.994004 -3.207855
H -3.151462 0.240779 0.244611
H 2.889062 0.798666 0.661368
H -3.377763 -0.200436 2.063973
H -1.281567 1.082318 5.188530
H 0.976329 0.890161 1.370894
H 3.439192 1.877197 -2.402012
H -2.440373 0.365382 -2.145222
H 0.437174 0.741150 3.177161
H 0.840901 1.385076 -3.668205
H -1.523034 -0.564733 5.000694

Cartesian forces (eV/Å) of the 2 atoms listed first:
N -1.5 -0.4 -0.1
N 1.8 0.4 -0.3

Energy relative to the best compared isomer or geometry (same formula, charge and spin) = 8.0 kcal/mol
SMILES = [H]/N=C(/NN)c1ccnc(/C(=N\[H])NN)c1
Charge = 0
E_tot = -17865.2849 eV
Max |F| = 4.226 eV Å⁻¹
Lowest unoccupied orbital energy = -0.36 eV



[2]
Below is a structure of composition C7H11N7O3PdS3, with properties calculated with ωB97M-V with the def2-TZVPD basis set.

Positions of all 32 atoms, in Å:
Pd 0.627094 -0.031145 0.757834
S -1.865177 0.080521 -2.681228
S 2.376715 -1.310471 -0.524413
S -0.637897 -2.006156 0.892277
O 3.151043 2.510126 3.092865
O -0.446518 0.468096 -2.499031
O 2.862894 0.370654 2.844099
N 2.580667 1.519545 2.577513
N 2.763385 -4.663267 -1.962019
N 0.615206 3.338933 3.087740
N -0.244609 2.573501 -0.333894
N 1.621307 1.718230 1.627012
N 0.026682 3.274764 0.858946
N -0.703124 -5.459331 -0.334463
C 0.781321 2.704417 1.863308
C -1.875942 -1.717815 -2.617960
C 2.220311 -3.850106 -1.346850
C 0.335530 -3.115574 -0.038651
C 1.557305 -2.820786 -0.603598
C -0.215574 -4.417425 -0.211357
C -2.689892 0.357053 -1.108024
H -3.635666 -0.185540 -1.078649
H -2.011141 0.009445 -0.321141
H -1.494521 -2.076494 -3.572273
H 0.354570 4.306296 2.962912
H 1.456206 3.270595 3.650146
H -2.886520 -2.091762 -2.450388
H -1.219085 -2.013404 -1.798378
H -0.828717 3.661788 1.228227
H -2.853882 1.430219 -1.018373
H 0.592555 2.601372 -0.905971
H -0.314524 1.563722 -0.036218

Cartesian forces (eV/Å) of the 2 atoms listed first:
Pd 0.5 -0.2 0.7
S -0.2 -0.3 0.0

Energy relative to the best compared isomer or geometry (same formula, charge and spin) = 37.3 kcal/mol
Charge = -2
E_tot = -59992.0658 eV
Max |F| = 0.924 eV Å⁻¹
Lowest unoccupied orbital energy (alpha / beta) = 4.57 / 4.57 eV



[3]
Below is the molecule C7H11NO, with properties calculated with ωB97M-V with the def2-TZVPD basis set.

Positions of all 20 atoms, in Å:
O -1.392337 -0.193837 -0.930718
N -1.013799 -1.593302 1.290349
C 0.021067 -0.688016 -0.999607
C 1.121312 -0.533094 1.571396
C 0.674622 0.572070 -1.367854
C -0.861270 0.491232 0.192893
C -0.015219 -0.644587 0.632049
C -0.090006 1.524411 -0.459490
C 1.396539 1.453810 -0.395168
H 2.110353 -0.025194 1.148328
H -1.604739 0.772257 0.917523
H 2.104489 2.166143 -0.794997
H 0.721736 0.734844 -2.456010
H -1.538945 -1.970922 0.372004
H -0.205072 -2.378349 1.517586
H -0.874323 2.455471 -0.537671
H 1.875113 1.055780 0.494400
H -0.021224 -1.757494 -1.631011
H 0.755082 0.306693 2.323066
H 1.430541 -1.710385 2.014775

Cartesian forces (eV/Å) of the 2 atoms listed first:
O 0.0 -1.6 -0.2
N 3.1 -3.2 -3.1

Energy relative to the best compared isomer or geometry (same formula, charge and spin) = 157.9 kcal/mol
Charge = 0
E_tot = -10968.4302 eV
Max |F| = 5.406 eV Å⁻¹
Lowest unoccupied orbital energy = 0.90 eV



[4]
Below is the molecule C7H11NO, with properties calculated with ωB97M-V with the def2-TZVPD basis set.

Positions of all 20 atoms, in Å:
O 2.500967 -0.103912 0.172667
N -2.176615 0.754846 -0.431637
C 0.772554 0.400004 -1.478846
C 1.436364 -0.121022 -2.509624
C 0.497434 1.000227 0.992998
C -0.389537 -0.222910 0.946064
C -1.381300 -0.295224 -0.003237
C -0.151850 -1.332660 1.925352
C 1.356058 0.269523 -0.019045
H 1.027310 1.089520 1.939670
H -1.064868 -1.882333 2.150363
H 1.188920 0.096405 -3.537540
H 2.375406 -0.635366 -2.362123
H -3.103740 0.571987 -0.782016
H 0.259938 -0.976570 2.870335
H -0.048336 1.079535 -1.665470
H 0.570430 -2.038731 1.512949
H -1.834765 -1.262386 -0.181274
H -1.888135 1.684507 -0.163596
H 0.053766 1.924559 0.624011

Cartesian forces (eV/Å) of the 2 atoms listed first:
O -1.2 -0.7 0.2
N 1.0 0.0 -0.7

Energy relative to the best compared isomer or geometry (same formula, charge and spin) = 66.9 kcal/mol
SMILES = C=CC(=O)C/C(C)=C\N
Charge = 0
E_tot = -10972.3754 eV
Max |F| = 3.987 eV Å⁻¹
Lowest unoccupied orbital energy = 0.75 eV



[5]
Below is the molecule C7H11NO2, with properties calculated with ωB97M-V with the def2-TZVPD basis set.

Positions of all 21 atoms, in Å:
O 1.495603 -1.681986 -0.995110
O 2.017100 -1.092129 1.055090
N 2.471068 1.571779 0.107738
C 0.106821 0.865193 -0.052167
C -2.281865 -0.211959 -0.063805
C -1.392428 -1.359273 0.188759
C 1.600264 0.637029 -0.494716
C -3.381456 0.486459 0.178519
C 1.728036 -0.831889 -0.208417
C -0.888385 -0.124662 -0.615623
H 2.028052 -2.061542 1.184356
H -1.001592 -1.540555 1.230742
H -0.164912 1.865514 -0.356475
H 0.019573 0.880965 1.069551
H -0.726206 -0.312220 -1.679693
H -4.216066 0.153079 0.849138
H 1.602124 0.767775 -1.621517
H 2.504663 1.384768 1.118061
H -3.464636 1.470066 -0.326757
H 3.445495 1.432680 -0.205868
H -1.501254 -2.299102 -0.361816

Cartesian forces (eV/Å) of the 2 atoms listed first:
O -0.2 -1.6 -1.5
O 0.5 -0.4 1.5

Energy relative to the best compared isomer or geometry (same formula, charge and spin) = 57.8 kcal/mol
SMILES = C=C1C[C@@H]1C[C@@H](N)C(=O)O
Charge = 0
E_tot = -13020.7742 eV
Max |F| = 2.764 eV Å⁻¹
Lowest unoccupied orbital energy = 0.67 eV



[6]
Below is a structure of composition C7H11NO3, with properties calculated with ωB97M-V with the def2-TZVPD basis set.

Positions of all 22 atoms, in Å:
O 0.975493 0.827461 1.508451
O -0.135017 -1.131534 1.383028
O 1.441879 -3.959541 0.586320
N 1.918718 -1.799282 -0.877178
C -0.717317 -0.871209 2.690066
C -1.636051 1.702692 -0.859764
C 0.406884 0.165994 -1.664626
C 1.459479 -0.398445 -0.507596
C -0.069326 1.502381 -1.645964
C 1.662673 -2.867760 0.069619
C 0.850726 -0.139121 0.885267
H 2.317569 0.184879 -0.693308
H 0.706284 -0.247472 -2.541244
H -1.600641 -0.238827 2.685503
H -0.148723 -0.484073 3.625628
H 0.511068 2.352697 -1.131879
H -2.622509 1.321932 -1.633561
H -1.897263 1.083658 0.429279
H -0.553796 -0.401719 -1.568770
H -1.107692 -1.666614 3.013064
H -0.253390 2.022438 -2.709253
H -1.509048 3.041466 -1.043081

Cartesian forces (eV/Å) of the 2 atoms listed first:
O 1.1 2.8 1.3
O 2.0 1.2 -0.4

Energy relative to the best compared isomer or geometry (same formula, charge and spin) = 190.1 kcal/mol
Charge = 0
E_tot = -15062.3976 eV
Max |F| = 8.154 eV Å⁻¹
Lowest unoccupied orbital energy = 0.27 eV